# 1
This record from the OMol25 dataset describes C4H11NO3 as an isolated structure. The level of theory is the ωB97M-V functional and the def2-TZVPD basis.

Strongest force on any atom   0.072 Eh/bohr
Multiplicity   1
Charge   0
M   121.1 g mol⁻¹
HOMO-LUMO gap   8.9 eV
Relative energy (zero: lowest compared OMol25 entry of this formula, charge and spin)   542.2 kJ/mol

Structure (XYZ):
```
19
C4H11NO3, DFT the ωB97M-V functional and the def2-TZVPD basis
C -0.93170 -0.27953 0.01357
C 1.99707 -0.14052 -0.64700
C 0.42114 1.21442 1.43212
C -0.95941 -1.02234 -1.31139
N 0.37439 0.36276 0.25395
O 0.81065 1.13202 -0.90017
O -1.99754 0.63710 -0.03147
O -1.07593 -1.14672 1.12423
H -2.04541 1.10355 0.81203
H -1.90985 -1.61919 1.01577
H 1.82461 -1.20419 -0.47522
H 2.68849 0.26211 0.08505
H 2.38568 -0.00481 -1.65370
H -0.12895 2.14402 1.24178
H 0.01771 0.68213 2.29249
H 1.45942 1.47970 1.62226
H -0.75500 -0.32640 -2.11932
H -1.95194 -1.45166 -1.44474
H -0.22342 -1.82242 -1.31023
```

Atomic charges from the natural (NBO) analysis, expressed in e, are listed below:
1 C 0.6293
2 C -0.2008
3 C -0.4379
4 C -0.6513
5 N -0.1892
6 O -0.5028
7 O -0.7245
8 O -0.7284
9 H 0.4738
10 H 0.4792
11 H 0.1891
12 H 0.1963
13 H 0.1752
14 H 0.1822
15 H 0.2211
16 H 0.2069
17 H 0.2491
18 H 0.2181
19 H 0.2147


# 2
This record from the OMol25 dataset describes one molecule with the formula C4H12O4Si. The level of theory is the ωB97M-V functional and the def2-TZVPD basis.

Strongest force on any atom   0.049 Eh/bohr
Multiplicity   1
Charge   0
M   152.2 g mol⁻¹
HOMO-LUMO gap   11.4 eV
Relative energy (zero: lowest compared OMol25 entry of this formula, charge and spin)   0.0 kJ/mol
SMILES   CO[Si](OC)(OC)OC

Structure (XYZ):
```
21
C4H12O4Si, DFT the ωB97M-V functional and the def2-TZVPD basis
C -1.64679 2.26123 -0.19961
O -1.78074 0.93917 0.21450
Si -0.40555 0.03944 0.44400
O -0.66388 -1.45695 1.08919
C 0.49212 -2.23548 1.12061
O 0.75757 0.82879 1.31737
C 1.96909 1.14877 0.67681
O 0.19883 -0.40760 -1.00940
C -0.64862 -1.21259 -1.75409
H -1.08895 2.35442 -1.12892
H -2.63747 2.66671 -0.41207
H -1.14452 2.81949 0.58026
H 0.59428 -2.75360 0.17692
H 0.36218 -2.91136 1.95752
H 1.33123 -1.54884 1.31335
H 2.22217 2.20491 0.85690
H 1.89711 1.02657 -0.41105
H 2.76171 0.50331 1.04304
H -0.96831 -2.07760 -1.14738
H -1.49776 -0.63531 -2.10449
H -0.10371 -1.55349 -2.62347
```

Atomic charges from the natural (NBO) analysis, expressed in e, are listed below:
1 C -0.2466
2 O -0.8891
3 Si 2.4718
4 O -0.9026
5 C -0.2429
6 O -0.9046
7 C -0.2499
8 O -0.9237
9 C -0.2561
10 H 0.1668
11 H 0.1881
12 H 0.1784
13 H 0.1717
14 H 0.1885
15 H 0.1698
16 H 0.1782
17 H 0.1892
18 H 0.1750
19 H 0.1797
20 H 0.1761
21 H 0.1822